{
  "formula": "C3H7N4",
  "method": "the ωB97M-V functional and the def2-TZVPD basis",
  "charge": 1,
  "spin_multiplicity": 1,
  "orbital_gap_ev": [7.9, 7.9],
  "homo_ev": [-12.9, -12.9],
  "largest_force_ev_per_a": 3.83,
  "e_above_lowest_ev": 3.5426,
  "total_energy_ev": -9174.974,
  "species": ["C", "C", "C", "N", "N", "N", "N", "H", "H", "H", "H", "H", "H", "H"],
  "xyz": [[-0.2966, 0.9980, 0.0350], [-1.0981, -0.2664, -0.1469], [1.8569, 0.0547, -0.5762], [1.0167, 1.0967, -0.2362], [-0.3383, -1.2853, -0.2731], [-2.4354, 0.0273, -0.0706], [2.6815, -0.5842, 0.1586], [-0.9302, 1.7995, 0.2323], [1.5035, 1.9314, -0.4849], [-0.8276, -2.1793, -0.3216], [-2.7558, 0.9533, -0.3032], [-2.9013, -0.7198, -0.5586], [2.9846, -1.4530, -0.2482], [3.0620, -0.3160, 1.1061]],
  "atomic_forces_ev_per_a": [[1.85, -1.48, -1.12], [2.92, 2.28, 0.95], [-1.79, -1.10, -1.14], [-1.25, -1.67, 1.23], [-1.09, -0.51, 0.36], [0.34, -1.90, -0.51], [0.43, 1.06, 1.41], [0.02, 2.17, -0.01], [-0.26, 1.65, 0.24], [0.01, 0.00, -0.40], [0.06, -0.02, -0.12], [-1.07, 0.11, 0.15], [0.80, -0.04, -0.07], [-0.97, -0.55, -0.97]],
  "lowdin_charge": [0.061, -0.446, -0.078, 0.098, 0.163, 0.150, 0.165, 0.110, 0.166, 0.085, 0.108, 0.117, 0.129, 0.173]
}



{
  "formula": "C3H7N4O",
  "method": "the ωB97M-V functional and the def2-TZVPD basis",
  "charge": 1,
  "spin_multiplicity": 1,
  "orbital_gap_ev": 10.0,
  "smiles": "Nc1cn(O)c(=[NH2+])[nH]1",
  "homo_ev": -13.0,
  "largest_force_ev_per_a": 5.71,
  "e_above_lowest_ev": 2.3654,
  "total_energy_ev": -11223.613,
  "species": ["N", "C", "C", "N", "O", "C", "N", "N", "H", "H", "H", "H", "H", "H", "H"],
  "xyz": [[-2.3776, 0.3026, 1.1048], [-1.1541, 0.3828, 0.5367], [-0.0940, 1.1558, 0.7705], [1.0736, 0.4466, -0.1379], [2.2699, 1.0971, -0.4131], [0.5653, -0.6015, -0.7517], [1.2024, -1.3588, -1.6447], [-0.7638, -0.6492, -0.3813], [-2.3893, 0.9836, 1.8852], [-2.6714, -0.6096, 1.3432], [0.0742, 1.9030, 1.4752], [2.6835, 1.6023, 0.3099], [2.2134, -1.2679, -1.6585], [0.8374, -2.3044, -1.5175], [-1.4695, -1.0823, -0.9206]],
  "atomic_forces_ev_per_a": [[0.07, 2.33, 0.58], [2.03, -1.89, -1.06], [2.16, -2.54, -3.15], [-2.03, 3.79, 3.75], [-0.30, -1.20, -1.56], [-0.53, 2.58, 0.86], [-0.75, -1.18, 0.37], [0.67, 0.38, 0.66], [-0.72, -0.89, -0.60], [-0.41, -0.90, 0.40], [0.74, 1.04, 0.71], [-0.92, -0.69, 0.57], [-0.17, -0.06, -0.05], [0.65, -0.04, -0.80], [-0.47, -0.76, -0.68]],
  "lowdin_charge": [0.151, -0.355, 0.142, -0.009, 0.071, -0.329, 0.220, 0.182, 0.141, 0.103, 0.098, 0.146, 0.137, 0.142, 0.159]
}



{
  "formula": "C3H7N4O2",
  "method": "the ωB97M-V functional and the def2-TZVPD basis",
  "charge": 1,
  "spin_multiplicity": 1,
  "orbital_gap_ev": 9.8,
  "smiles": "[H]/N=C(C(N)=O)/[N+](O)=C/N",
  "homo_ev": -14.4,
  "largest_force_ev_per_a": 4.30,
  "e_above_lowest_ev": 2.0637,
  "total_energy_ev": -13271.086,
  "species": ["H", "N", "C", "C", "N", "O", "N", "O", "C", "N", "H", "H", "H", "H", "H", "H"],
  "xyz": [[1.5714, 1.8230, -0.6796], [0.6650, 1.6412, -0.4405], [0.5448, 0.3967, -0.1161], [1.8819, -0.5952, 0.0041], [2.9178, 0.1884, 0.3770], [1.8649, -1.7615, -0.2627], [-0.8030, 0.0233, 0.0438], [-1.6495, 1.1209, 0.1267], [-1.6023, -1.0734, 0.0382], [-2.8971, -0.8614, 0.0439], [3.8487, -0.1449, 0.3692], [2.8847, 1.0858, 0.7593], [-1.3127, 1.7682, -0.4596], [-1.0887, -2.0333, -0.0983], [-3.6103, -1.6531, 0.1212], [-3.2156, 0.0755, 0.1736]],
  "atomic_forces_ev_per_a": [[3.05, 0.94, -0.58], [-3.00, -2.94, 0.94], [2.20, 1.16, -0.89], [-1.63, 1.30, 0.19], [-0.06, -1.19, -0.58], [-0.21, 0.32, 0.03], [-2.48, -0.32, 0.43], [-0.62, -0.96, 1.43], [1.51, 0.77, -0.67], [-0.80, -3.15, 0.49], [0.75, -0.99, -0.15], [-0.82, 1.37, 0.54], [1.20, 1.54, -1.22], [-0.54, 0.20, 0.35], [1.70, 1.45, -0.29], [-0.27, 0.50, 0.00]],
  "lowdin_charge": [0.038, 0.201, -0.143, -0.412, 0.192, 0.114, -0.036, 0.041, -0.007, 0.207, 0.124, 0.096, 0.090, 0.179, 0.196, 0.119]
}



{
  "formula": "C3H7N4OS2",
  "method": "the ωB97M-V functional and the def2-TZVPD basis",
  "charge": 1,
  "spin_multiplicity": 1,
  "orbital_gap_ev": 8.6,
  "smiles": "NN1CC(=S)N[N+](S)=C1O",
  "homo_ev": -12.5,
  "largest_force_ev_per_a": 6.10,
  "e_above_lowest_ev": 0.0000,
  "total_energy_ev": -32892.626,
  "species": ["N", "N", "C", "C", "S", "N", "N", "S", "C", "O", "H", "H", "H", "H", "H", "H", "H"],
  "xyz": [[-1.2802, -1.3175, -0.2894], [-0.2148, -0.4242, -0.1876], [1.1624, -0.9010, 0.0551], [2.1031, 0.2807, -0.0437], [3.6458, -0.0656, -0.3575], [1.7088, 1.5065, 0.3808], [0.3020, 1.8703, 0.3381], [-0.1498, 3.4638, -0.1299], [-0.6828, 0.8110, 0.0571], [-1.9938, 1.0940, 0.1958], [-1.2689, -2.0056, -0.9514], [-1.4111, -1.8444, 0.6821], [1.3048, -1.7792, -0.6761], [1.1373, -1.2603, 1.0176], [2.3361, 2.2918, 0.2979], [0.3500, 4.1316, 0.9067], [-2.4021, 0.1237, 0.1412]],
  "atomic_forces_ev_per_a": [[-1.27, 0.22, 5.96], [-1.80, 0.76, -0.46], [-1.19, 0.61, -3.02], [1.24, -0.99, 0.04], [0.50, 0.16, -0.21], [-2.19, -0.60, -0.45], [-2.49, -2.60, -0.44], [0.11, -0.23, -0.70], [2.11, 2.98, 1.50], [2.32, -2.63, -0.60], [0.73, -1.72, -2.68], [0.42, 1.28, -2.51], [0.39, 1.77, 1.03], [0.42, -1.04, 2.42], [0.05, 0.14, -0.19], [-0.01, -0.12, 0.60], [0.63, 2.00, -0.29]],
  "lowdin_charge": [0.090, -0.098, -0.108, -0.827, 0.810, 0.015, -0.389, 0.914, -0.269, 0.109, 0.083, 0.197, 0.169, 0.106, 0.131, -0.112, 0.178]
}